The following is a DFT calculation (wB97M-V/def2-TZVPD) of a 7-piece molecular cluster, C28H77N7O7 overall at a distorted geometry.

Calculated values
Energy above the lowest of the compared OMol25 structures with the same formula, charge and spin, eV: 2.570
SMILES: COC[C@H](C)N.COC[C@H](C)N.COC[C@H](C)N.COC[C@H](C)N.COC[C@H](C)N.COC[C@H](C)N.COC[C@H](C)N
LUMO level, eV: 0.48
Orbital gap, eV: 8.8859

```
! RIJCOSX wB97M-V def2-TZVPD def2/J DEFGRID3
* xyz 0 1
C -1.90391 1.61911 5.74123
O -2.24210 1.94443 4.40718
C -2.52174 3.30820 4.13090
C -3.91316 3.73832 4.57551
C -5.06989 3.08748 3.77819
N -4.06430 5.18585 4.37169
H -0.89259 1.98826 5.94406
H -1.84915 0.52927 5.75796
H -2.66549 1.94026 6.45288
H -1.74018 3.92166 4.59168
H -2.51850 3.37815 3.04497
H -4.07101 3.41815 5.61311
H -4.98998 3.02061 2.69245
H -6.03088 3.56716 3.97145
H -5.19367 2.05906 4.13299
H -4.93211 5.54508 4.74546
H -3.31076 5.59189 4.92580
C -0.75002 -0.91122 -1.02953
O 0.39546 -0.14074 -0.73894
C 0.59692 -0.09688 0.68020
C -0.51248 0.63919 1.43411
C -0.77102 1.97559 0.74193
N -0.08045 0.89451 2.82362
H -0.65296 -1.39986 -2.00643
H -1.57319 -0.22360 -1.26111
H -1.05545 -1.70203 -0.34330
H 0.57639 -1.14848 1.00071
H 1.62993 0.14130 0.93029
H -1.42768 0.05586 1.56366
H 0.12960 2.57639 0.61240
H -1.47527 2.64780 1.23801
H -1.24555 1.80422 -0.22656
H 0.22094 0.09985 3.37789
H -0.85081 1.33098 3.34160
C -4.07361 0.50763 -3.27717
O -3.21429 -0.58010 -3.59502
C -3.62599 -1.84289 -3.11680
C -4.06931 -2.65508 -4.36506
C -4.64262 -4.00553 -3.96842
N -2.89378 -2.85913 -5.23648
H -5.07502 0.28979 -3.67046
H -3.79866 1.45969 -3.72074
H -4.08308 0.50434 -2.18321
H -2.87303 -2.33994 -2.50010
H -4.51603 -1.66963 -2.49554
H -4.77903 -2.02462 -4.90369
H -4.98447 -4.52943 -4.85890
H -5.50392 -3.83288 -3.32074
H -3.86972 -4.56759 -3.44301
H -2.47343 -1.96710 -5.48627
H -2.19412 -3.20521 -4.57584
C -1.29669 -4.62844 -0.44256
O -0.21510 -4.44565 0.45583
C -0.18332 -5.21230 1.64699
C -1.12163 -4.64675 2.68173
C -0.84559 -3.23808 3.17298
N -1.09577 -5.52598 3.86724
H -2.20198 -4.29709 0.06909
H -1.36590 -5.55082 -1.01960
H -1.16141 -3.85879 -1.20673
H -0.52218 -6.19338 1.27728
H 0.86972 -5.36210 1.90606
H -2.08337 -4.75573 2.17395
H 0.12993 -3.29055 3.66492
H -1.58021 -2.89536 3.89930
H -0.75054 -2.48245 2.38596
H -1.72086 -5.27214 4.62225
H -0.19224 -5.50202 4.32899
C 4.11761 2.30957 -0.51752
O 4.15943 2.16664 0.89893
C 3.36649 3.12010 1.60438
C 3.38519 2.62366 3.07420
C 4.72653 2.81507 3.76764
N 2.70344 1.37003 3.27084
H 4.72951 3.18096 -0.77187
H 3.08286 2.45683 -0.84008
H 4.55541 1.42462 -0.97368
H 3.83803 4.10386 1.47535
H 2.36800 3.21029 1.16370
H 2.74838 3.38404 3.55201
H 4.70604 2.51600 4.81163
H 4.95587 3.88617 3.75134
H 5.54917 2.40213 3.18026
H 3.04062 0.73913 2.54346
H 1.67925 1.37203 3.10824
C -1.75333 4.27567 -3.61679
O -0.69984 3.33391 -3.60165
C 0.46294 3.78345 -2.96248
C 1.68661 3.06826 -3.58692
C 1.86677 3.46104 -5.07903
N 1.50273 1.62476 -3.55305
H -1.38462 5.30209 -3.66834
H -2.34381 4.15919 -2.70097
H -2.45222 4.13881 -4.44174
H 0.67571 4.85837 -2.99636
H 0.45177 3.50117 -1.90120
H 2.57660 3.38432 -3.04105
H 2.71684 2.93927 -5.50897
H 2.02984 4.53516 -5.20056
H 0.92318 3.24210 -5.57914
H 0.62394 1.34064 -3.95925
H 1.58659 1.31824 -2.59064
C 5.92496 -4.93905 -0.70714
O 4.72796 -4.22918 -0.99793
C 5.01420 -3.06665 -1.75947
C 3.89556 -2.03595 -1.68510
C 2.56282 -2.69333 -2.03843
N 4.21176 -0.93828 -2.58066
H 6.36765 -4.62781 0.24366
H 6.65913 -4.76699 -1.49581
H 5.69149 -5.99795 -0.60956
H 5.95078 -2.58587 -1.45567
H 5.20141 -3.34875 -2.80528
H 3.80839 -1.70639 -0.64621
H 2.57421 -3.23739 -2.98799
H 1.71071 -2.02595 -1.92083
H 2.37949 -3.54705 -1.37328
H 3.45053 -0.27471 -2.55971
H 4.44977 -1.23683 -3.51347
*
```



The following is a DFT calculation (wB97M-V/def2-TZVPD) of C3H5NO2 as an isolated structure at a distorted geometry.

Calculated values
Energy above the lowest of the compared OMol25 structures with the same formula, charge and spin, eV: 4.285
LUMO level, eV: 0.11
Orbital gap, eV: 10.0292

```
! RIJCOSX wB97M-V def2-TZVPD def2/J DEFGRID3
* xyz 0 1
C 0.64154 -0.22390 -1.53187
C 0.88364 -0.06387 0.48480
C -0.10009 0.61195 -0.49719
N 1.57017 -0.53002 -0.71712
O -1.96061 -0.15231 1.25831
O -0.55853 1.63456 -0.77577
H 0.41947 -0.25603 -2.52662
H 1.40190 0.79081 1.03864
H 0.49637 -0.83664 1.12757
H -1.68688 -0.80202 0.62290
H -1.10697 -0.17252 1.51635
*
```



The following is a DFT calculation (wB97M-V/def2-TZVPD) of C47H22Cl3N9OTl as an isolated structure at a distorted geometry.

Calculated values
Energy above the lowest of the compared OMol25 structures with the same formula, charge and spin, eV: 2.830
LUMO level, eV: -0.46
Orbital gap, eV: 2.6078

```
! RIJCOSX wB97M-V def2-TZVPD def2/J DEFGRID3
* xyz -1 1
Tl 12.72381 14.23579 14.50282
C 16.89223 13.08542 20.19991
C 16.92410 11.78267 19.75868
C 16.18603 11.40410 18.62997
C 15.44617 12.36981 17.98728
C 14.75484 12.29723 16.71510
N 14.21042 13.50565 16.44851
C 14.68681 14.38764 17.37436
N 14.45326 15.74591 17.36222
C 14.44088 16.49027 16.24340
C 15.00294 17.85898 16.33291
C 15.49830 18.56118 17.39678
C 16.13541 19.75640 17.15692
C 16.22114 20.22119 15.83271
C 15.72135 19.50239 14.77895
C 15.07049 18.31527 15.00743
C 14.57216 17.24988 14.14110
N 14.46593 17.43264 12.90858
C 13.71252 16.50410 12.11458
N 13.60028 15.12593 12.49614
C 14.26229 14.34113 11.65903
N 14.37791 12.98619 11.62668
C 14.50179 12.14668 12.58589
N 14.30886 12.43146 13.96319
C 14.72058 11.31110 14.66393
N 14.78275 11.23303 15.94849
C 15.03015 10.26599 13.70827
C 15.60896 9.02746 13.96408
C 16.21389 8.29839 12.87120
C 15.99891 8.79723 11.57682
C 15.36288 10.00167 11.34496
C 14.85832 10.75612 12.41127
C 14.87397 15.15741 10.61245
C 15.68091 14.81506 9.56188
C 16.15012 15.86206 8.74641
C 15.80631 17.16332 8.95828
C 15.01167 17.52998 10.04156
C 14.45357 16.49465 10.77958
N 14.15774 16.20814 14.99220
C 15.50051 13.69911 18.32633
C 16.18479 14.05513 19.48224
H 17.41985 13.36948 21.08921
H 17.43978 11.02317 20.30728
H 16.05321 10.39973 18.29944
H 15.40920 18.05730 18.38420
H 16.42176 20.42143 17.97283
H 16.68733 21.18180 15.57485
H 15.75466 19.88436 13.74088
H 15.60221 8.66720 14.97365
H 16.80207 7.41823 13.16300
H 16.26582 8.10929 10.74489
H 15.30084 10.42228 10.34606
H 15.94797 13.79945 9.25871
H 16.71860 15.57168 7.85563
H 16.22939 17.90881 8.29373
H 14.75341 18.52533 10.27251
H 16.16884 15.08468 19.77941
Cl 5.59108 8.98781 18.09042
C 6.53777 10.32605 17.65889
C 6.53674 10.70356 16.31781
C 7.44986 11.62764 15.90266
Cl 7.40361 11.96747 14.23110
C 8.50159 12.17386 16.79046
O 9.57691 12.62486 16.42193
C 8.08578 12.12093 18.17631
Cl 8.57574 13.35913 19.22723
C 7.28523 11.09140 18.59742
H 5.93514 10.24485 15.54879
H 7.14223 10.95011 19.63656
N 5.33732 20.79822 11.43285
C 6.41536 20.36525 11.37055
C 7.70819 19.69047 11.29021
C 8.79853 20.34156 11.92257
C 10.00459 19.67205 12.09676
C 10.10723 18.38260 11.63359
C 9.06115 17.76404 10.93973
C 7.88939 18.45210 10.65756
C 11.32126 17.67398 11.75301
C 12.40847 17.14141 11.96266
H 8.62325 21.36454 12.32463
H 10.80463 20.14499 12.66712
H 9.16461 16.70903 10.64754
H 7.02255 17.98261 10.11787
*
```



The following is a DFT calculation (wB97M-V/def2-TZVPD) of a 2-piece molecular cluster, C7H16O overall at a distorted geometry.

Calculated values
Energy above the lowest of the compared OMol25 structures with the same formula, charge and spin, eV: 4.381
LUMO level (alpha / beta), eV: 0.92 / 0.92
Orbital gap (alpha / beta), eV: 8.3810 / 8.3864

```
! RIJCOSX wB97M-V def2-TZVPD def2/J DEFGRID3
* xyz 0 1
C 0.23297 -2.71560 0.09893
C -1.91377 -1.84069 -0.62889
C 0.54493 2.65834 0.97588
C 1.62333 1.16516 -0.72860
C -0.21083 0.34638 0.92269
C -0.48330 -1.59329 -0.57031
C 0.28405 1.41465 0.02733
O -0.71895 1.75167 -1.00015
H 1.32166 -2.57646 0.03195
H -0.18035 -2.71965 1.15166
H -0.03146 -3.57519 -0.51221
H -2.12826 -2.86182 -0.94024
H -2.54356 -1.02074 -1.17670
H -2.21069 -2.04279 0.41906
H -0.39607 2.94924 1.39834
H 1.09422 3.35170 0.29708
H 1.30499 2.24802 1.74815
H 2.07239 2.05672 -1.24303
H 1.63902 0.27576 -1.35710
H 2.44811 1.06981 -0.02976
H 0.57495 0.04969 1.53159
H -1.16050 0.39691 1.36451
H 0.11652 -1.14558 -1.29046
H -1.27942 2.35777 -0.48973
*
```



The following is a DFT calculation (wB97M-V/def2-TZVPD) of C19H14F3N3PdS as an isolated structure.

Calculated values
LUMO level, eV: 4.78
Orbital gap, eV: 4.6779

```
! RIJCOSX wB97M-V def2-TZVPD def2/J DEFGRID3
* xyz -2 1
Pd -1.11218 -0.58167 0.40701
S -3.51309 -1.87337 -0.52565
C -3.94891 -0.28830 -1.04197
C -4.97968 -0.00564 -1.98687
C -5.24753 1.28380 -2.37038
C -4.50288 2.33997 -1.83123
C -3.52203 1.98988 -0.92085
N -3.24690 0.74595 -0.53026
H -5.53543 -0.84231 -2.39153
H -6.03457 1.47702 -3.09393
H -4.66769 3.37349 -2.10632
H -2.89670 2.75344 -0.46290
N 0.01216 -0.91251 3.04061
C -1.19958 -0.61025 3.52672
C -1.51834 -0.46498 4.90186
C -2.81735 -0.18842 5.25871
C -3.81017 -0.05501 4.28730
C -3.40532 -0.20421 2.96553
N -2.16214 -0.45366 2.58710
H 0.81053 -0.85300 3.64917
H 0.03198 -0.85635 1.93939
H -0.74229 -0.58135 5.64950
H -3.06700 -0.07981 6.31000
H -4.84216 0.15352 4.53256
H -4.10787 -0.12012 2.14002
F 7.95198 0.39899 -2.21707
C 7.06661 -0.18357 -3.07911
F 7.60323 -1.39471 -3.38538
F 7.12885 0.56578 -4.21513
C 5.68201 -0.29017 -2.54253
C 4.82641 0.80893 -2.59155
C 3.55961 0.75191 -2.04586
C 3.06061 -0.41788 -1.40691
C 3.95952 -1.51984 -1.37961
C 5.22749 -1.45251 -1.92620
C 1.77954 -0.47280 -0.84836
C 0.63530 -0.52195 -0.34812
H 5.15510 1.72620 -3.06816
H 2.90312 1.61114 -2.09428
H 3.61473 -2.43203 -0.90959
H 5.87102 -2.32357 -1.87572
*
```



The following is a DFT calculation (wB97M-V/def2-TZVPD) of an isolated molecule of C2H3ClS at a distorted geometry.

Calculated values
Energy above the lowest of the compared OMol25 structures with the same formula, charge and spin, eV: 2.202
LUMO level (alpha / beta), eV: -0.16 / -0.12
Orbital gap (alpha / beta), eV: 7.7448 / 7.7899

```
! RIJCOSX wB97M-V def2-TZVPD def2/J DEFGRID3
* xyz 0 1
C 0.41645 -0.69639 -0.41944
C 0.60756 1.73136 1.24880
S 1.33885 0.37681 0.49704
Cl 1.65076 3.00530 1.70367
H -0.61671 -0.51471 -0.63694
H 0.85435 -1.66465 -0.51607
H -0.41259 1.99521 1.01935
*
```